C4H5N3O in the gas phase in a non-equilibrium geometry. Source: the Open Molecules 2025 dataset; level of theory: the ωB97M-V functional and the def2-TZVPD basis.

Cartesian coordinates (Å):
H  -2.6071  0.6576  0.4265
N  -2.7089  -0.3335  0.0814
C  -1.6594  -1.1538  -0.0399
N  -0.4098  -1.0099  -0.1222
C  0.6126  0.0231  0.2136
C  1.9579  -0.3324  0.4701
C  3.1351  -0.5127  -0.2677
N  0.5403  1.2840  -0.0178
O  -0.6640  1.7298  -0.1260
H  -1.8987  -2.3036  -0.6022
H  0.0421  -1.9006  -0.0171
H  4.2767  -0.8090  -0.3155
H  -0.7291  2.7882  -0.3293

Calculated values
- lowest unoccupied orbital energy (eV) = -0.66
- electronic energy (Eh) = -394.62991
- gap between HOMO and LUMO (eV) = 8.04
- SMILES string = [H]/N=C\N/C(C#C)=N\O
- charge = 0


C22H22O3S in the gas phase in a non-equilibrium geometry. Source: the Open Molecules 2025 dataset; level of theory: the ωB97M-V functional and the def2-TZVPD basis.

Cartesian coordinates (Å):
C  -6.9058  0.3415  -2.9307
O  -5.9639  -0.7265  -3.1355
C  -4.6530  -0.5088  -2.8412
C  -3.8324  -1.6422  -2.6017
C  -2.6217  -1.5011  -1.9657
C  -2.0528  -0.2362  -1.6894
S  -0.3329  -0.0252  -1.4532
C  0.1725  -0.0866  0.3010
C  1.0325  -1.3482  0.5866
C  0.6273  -2.5646  0.0391
C  1.2927  -3.7525  0.2986
C  2.4682  -3.7343  1.0911
O  3.1890  -4.8837  1.1200
C  4.5422  -4.8155  1.6029
C  2.8830  -2.5290  1.6958
C  2.1280  -1.3738  1.4708
C  0.7397  1.3095  0.6340
C  -0.1414  2.3784  0.8549
C  0.3107  3.5924  1.3264
C  1.7093  3.7870  1.5187
O  2.0635  4.9787  2.0596
C  3.4440  5.3131  2.2898
C  2.6136  2.7767  1.1409
C  2.1138  1.5730  0.6562
C  -2.8840  0.8834  -1.9662
C  -4.0973  0.7724  -2.6097
H  -7.8619  -0.1781  -2.8978
H  -6.7326  0.8871  -1.9976
H  -6.8797  1.0392  -3.7720
H  -4.1962  -2.6382  -2.8607
H  -2.0517  -2.3959  -1.7348
H  -0.7419  -0.1830  0.8979
H  -0.2517  -2.6073  -0.6029
H  0.9776  -4.6924  -0.1581
H  4.9027  -5.8385  1.4756
H  5.1535  -4.1140  1.0120
H  4.5687  -4.5183  2.6626
H  3.8056  -2.4894  2.2774
H  2.3986  -0.4663  2.0041
H  -1.2112  2.2513  0.6542
H  -0.3601  4.4238  1.5560
H  3.4080  6.3795  2.5381
H  3.8315  4.7366  3.1414
H  4.0790  5.1526  1.4056
H  3.6932  2.9274  1.2238
H  2.7858  0.7964  0.2999
H  -2.5114  1.8744  -1.7448
H  -4.6507  1.6752  -2.8733

Calculated values
- lowest unoccupied orbital energy (eV) = 0.80
- electronic energy (Eh) = -1475.36481
- gap between HOMO and LUMO (eV) = 8.57
- SMILES string = COc1ccc(SC(c2ccc(OC)cc2)c2ccc(OC)cc2)cc1
- charge = 0


A molecular structure, C38H53GeN2P2RuSSi3. Source: the Open Molecules 2025 dataset; level of theory: the ωB97M-V functional and the def2-TZVPD basis.

Cartesian coordinates (Å):
Ru  0.2262  0.5987  -0.4322
N  -2.4665  -0.4466  -1.0130
P  -1.7226  -0.4491  0.5183
C  -2.9734  0.0786  1.6741
C  -4.0800  0.7982  1.2120
C  -5.1112  1.1140  2.0853
C  -5.0333  0.7226  3.4155
C  -3.9312  0.0058  3.8761
C  -2.9013  -0.3190  3.0114
C  -1.2911  -2.1181  1.0288
C  -2.2999  -3.0852  0.9870
C  -2.0292  -4.3847  1.3782
C  -0.7577  -4.7231  1.8328
C  0.2414  -3.7615  1.8983
C  -0.0247  -2.4608  1.4927
P  -1.1042  -0.6541  -2.0271
C  -1.0210  -2.3771  -2.4858
C  -2.0120  -2.8629  -3.3468
C  -2.0389  -4.2086  -3.6696
C  -1.0768  -5.0679  -3.1471
C  -0.0936  -4.5870  -2.2918
C  -0.0674  -3.2421  -1.9566
C  -1.4093  0.2957  -3.5179
C  -0.6264  0.0354  -4.6463
C  -0.8425  0.7445  -5.8162
C  -1.8426  1.7107  -5.8697
C  -2.6318  1.9611  -4.7557
C  -2.4170  1.2582  -3.5774
H  -3.3463  -0.9376  -1.1638
H  -4.1410  1.1212  0.1799
H  -5.9757  1.6559  1.7266
H  -5.8431  0.9571  4.0939
H  -3.8980  -0.3249  4.9062
H  -2.0872  -0.9427  3.3587
H  -3.3020  -2.8313  0.6573
H  -2.8115  -5.1313  1.3475
H  -0.5540  -5.7378  2.1491
H  1.2228  -4.0260  2.2705
H  0.7611  -1.7132  1.5528
H  -2.7486  -2.1974  -3.7849
H  -2.8021  -4.5893  -4.3348
H  -1.1011  -6.1186  -3.4049
H  0.6381  -5.2674  -1.8750
H  0.6536  -2.8715  -1.2393
H  0.1039  -0.7661  -4.6287
H  -0.2608  0.5252  -6.7021
H  -2.0229  2.2494  -6.7904
H  -3.4279  2.6915  -4.8099
H  -3.0542  1.4422  -2.7210
C  -0.0009  0.6192  4.7619
Si  -0.0463  2.2753  3.9329
C  -1.5887  2.9012  3.1226
C  0.8822  3.6175  4.7873
Ge  1.2260  1.3854  1.6443
Si  3.8031  1.0336  2.7537
C  3.4853  -0.5648  3.6216
C  4.8167  0.9668  1.2167
C  4.0775  2.5366  3.7688
Si  0.7186  3.0418  -0.5705
C  1.5190  3.1492  -2.2415
C  -1.1260  2.8065  -0.6880
C  1.3447  4.2347  0.7115
H  -0.8255  0.5721  5.4824
H  0.9283  0.5092  5.3214
H  -0.1085  -0.2347  4.0916
H  -2.4326  2.6535  3.7762
H  -1.8140  2.4589  2.1554
H  -1.5366  3.9877  3.0282
H  0.1352  4.1798  5.3622
H  1.3524  4.3340  4.1119
H  1.6188  3.2488  5.4976
H  2.8629  -1.2572  3.0517
H  3.0473  -0.4151  4.6075
H  4.4546  -1.0574  3.7631
H  4.5326  0.1779  0.5287
H  5.8399  0.7551  1.5582
H  4.8487  1.9245  0.6955
H  3.3303  2.6817  4.5421
H  4.1661  3.4406  3.1650
H  5.0402  2.4006  4.2795
H  1.0016  2.4875  -2.9408
H  2.5828  2.9120  -2.1985
H  1.4212  4.1723  -2.6203
H  -1.5225  1.7707  -0.8659
H  -1.4802  3.3163  -1.5883
H  -1.6579  3.1624  0.1916
H  2.4255  4.1865  0.8592
H  0.8357  4.1962  1.6772
H  1.1307  5.2247  0.2880
S  2.2650  -0.2138  -0.8870
C  2.5747  -1.2124  -2.3280
N  2.5707  -0.5831  -3.5240
C  2.9703  -1.1575  -4.6751
C  3.4032  -2.4616  -4.6696
C  3.4310  -3.1440  -3.4585
C  3.0252  -2.5164  -2.2858
H  2.2709  0.3857  -3.5492
H  2.9339  -0.5364  -5.5595
H  3.7297  -2.9209  -5.5919
H  3.7870  -4.1660  -3.4227
H  3.0844  -3.0286  -1.3358

Calculated values
- lowest unoccupied orbital energy (alpha / beta) (eV) = -12.07 / -12.82
- multiplicity = 2
- expectation value of S² = 0.760
- electronic energy (Eh) = -5709.23423
- gap between HOMO and LUMO (alpha / beta) (eV) = 6.30 / 5.53
- charge = +4


6 unconnected molecules or ions with the total composition C23H51BrIN5O6PS in a non-equilibrium geometry. Source: the Open Molecules 2025 dataset; level of theory: the ωB97M-V functional and the def2-TZVPD basis.

Cartesian coordinates (Å):
C  5.9807  2.0293  -0.5586
C  6.3492  2.2199  -2.1587
S  4.9045  2.9806  -3.1460
C  4.2437  1.6380  -4.2723
P  3.5393  0.2157  -3.1860
C  2.7977  -1.1233  -4.3278
C  2.5837  -2.5829  -3.5415
O  3.3117  -2.9354  -2.4564
Br  1.2390  -3.9781  -4.1742
C  2.4052  0.7907  -1.7627
C  0.8705  1.1655  -2.1955
C  0.7325  2.2575  -3.4097
I  -0.3994  -0.6265  -2.5776
H  6.9224  1.5155  -0.0538
H  5.7796  3.0560  -0.0234
H  5.0825  1.2716  -0.3813
H  6.7402  1.2102  -2.6404
H  7.2201  3.0088  -2.2214
H  5.1840  1.1708  -4.8402
H  3.5170  2.0065  -5.1174
H  4.7104  -0.4013  -2.5472
H  1.7808  -0.7533  -4.7751
H  3.5565  -1.3087  -5.2035
H  2.4002  -0.0103  -0.8786
H  2.9047  1.7631  -1.2837
H  0.3705  1.6718  -1.2366
H  -0.3467  2.1169  -3.9006
H  1.4984  2.1295  -4.2850
H  0.7107  3.3649  -2.9644
C  1.7613  2.7529  1.9796
O  2.0304  2.7553  0.7846
N  0.7145  2.0700  2.5615
C  0.4606  2.1172  3.9868
C  -0.1614  1.2787  1.7222
H  2.3628  3.3215  2.7079
H  0.5172  1.1022  4.3903
H  -0.5410  2.5235  4.1547
H  1.1938  2.7477  4.4971
H  0.4316  0.5162  1.2081
H  -0.6216  1.9308  0.9736
H  -0.9402  0.7981  2.3205
C  -0.1918  -2.0862  5.4326
O  -0.4494  -0.9125  5.6707
N  -0.5009  -2.7511  4.2650
C  -0.1619  -4.1440  4.0582
C  -1.1872  -2.0354  3.2094
H  0.3285  -2.7233  6.1667
H  0.4930  -4.2232  3.1858
H  -1.0811  -4.7094  3.8795
H  0.3506  -4.5587  4.9306
H  -0.5760  -1.1811  2.9028
H  -2.1426  -1.6650  3.5933
H  -1.3639  -2.6887  2.3506
C  -4.7820  -1.9526  4.2090
O  -4.5128  -1.9503  3.0140
N  -5.8288  -2.6356  4.7909
C  -6.0827  -2.5884  6.2161
C  -6.7047  -3.4268  3.9516
H  -4.1804  -1.3840  4.9372
H  -6.0261  -3.6033  6.6196
H  -7.0842  -2.1821  6.3840
H  -5.3495  -1.9578  6.7265
H  -6.1117  -4.1894  3.4374
H  -7.1649  -2.7748  3.2030
H  -7.4835  -3.9075  4.5499
C  -4.0314  -5.1521  -6.4588
O  -4.9850  -5.1263  -7.2273
N  -2.7161  -5.3459  -6.8240
C  -1.6412  -5.3635  -5.8533
C  -2.3964  -5.5386  -8.2234
H  -4.1617  -5.0164  -5.3725
H  -0.9311  -4.5681  -6.0970
H  -1.1368  -6.3329  -5.9011
H  -2.0221  -5.2067  -4.8404
H  -2.7274  -4.6617  -8.7881
H  -2.9321  -6.4182  -8.5931
H  -1.3205  -5.6790  -8.3586
C  0.2175  6.1234  3.2653
O  1.0467  5.3703  3.7611
N  0.3838  6.8372  2.0975
C  -0.6469  7.7100  1.5740
C  1.6290  6.7119  1.3685
H  -0.7643  6.2922  3.7375
H  -0.9323  7.3625  0.5771
H  -0.2498  8.7270  1.5083
H  -1.5289  7.7102  2.2203
H  1.7746  5.6637  1.0903
H  2.4540  7.0218  2.0172
H  1.6148  7.3331  0.4688

Calculated values
- lowest unoccupied orbital energy (eV) = -3.44
- electronic energy (Eh) = -5243.03346
- gap between HOMO and LUMO (eV) = 7.25
- charge = +1


A molecular structure, C33H32BrN3O2SSiTl. Source: the Open Molecules 2025 dataset; level of theory: the ωB97M-V functional and the def2-TZVPD basis.

Cartesian coordinates (Å):
Tl  -0.8596  1.2984  1.0275
C  -1.1600  -2.8072  -0.4164
C  0.1450  -3.0403  -0.0042
C  1.1713  -3.0950  -0.9398
C  0.8863  -2.9247  -2.2906
C  -0.4217  -2.6940  -2.7017
C  -1.4424  -2.6266  -1.7635
H  -1.9625  -2.7914  0.3100
H  0.3592  -3.1939  1.0465
H  2.1875  -3.2861  -0.6177
H  1.6793  -2.9955  -3.0248
H  -0.6459  -2.5820  -3.7561
H  -2.4622  -2.4505  -2.0827
Br  6.3807  -0.7313  2.0289
C  4.6901  -0.3613  1.2836
C  4.5979  0.4546  0.1669
C  3.3526  0.7244  -0.3795
C  2.2128  0.1794  0.1974
C  2.3078  -0.6136  1.3346
C  3.5525  -0.8975  1.8704
N  0.9176  0.4406  -0.3299
C  0.7115  0.3810  -1.5778
C  -0.6241  0.6483  -2.1348
C  -0.8626  0.5755  -3.4946
C  -2.1588  0.7720  -3.9490
C  -3.1626  1.0186  -3.0297
C  -2.8346  1.0846  -1.6828
N  -1.5891  0.9155  -1.2562
H  5.4891  0.8840  -0.2685
H  3.2759  1.3884  -1.2318
H  1.4087  -1.0098  1.7891
H  3.6391  -1.5276  2.7451
H  1.5020  0.0967  -2.2708
H  -0.0525  0.3549  -4.1771
H  -2.3816  0.7231  -5.0062
H  -4.1872  1.1621  -3.3419
H  -3.5838  1.2714  -0.9231
C  -1.1689  6.9712  2.5679
Si  0.5228  6.6687  1.8400
C  0.5088  6.8045  -0.0253
C  1.7405  7.8909  2.5527
C  1.1334  4.9254  2.3107
C  2.2954  4.7676  3.0625
C  2.7791  3.5122  3.4084
C  2.0813  2.4061  2.9805
N  0.9636  2.5125  2.2563
C  0.4987  3.7285  1.9425
S  -1.0028  3.7221  1.0075
H  -1.5027  7.9818  2.3204
H  -1.1449  6.8867  3.6564
H  -1.9145  6.2700  2.1917
H  0.2343  7.8221  -0.3151
H  -0.2048  6.1232  -0.4895
H  1.4982  6.5977  -0.4389
H  1.4205  8.9024  2.2913
H  2.7486  7.7549  2.1548
H  1.7908  7.8406  3.6424
H  2.8395  5.6454  3.3890
H  3.6792  3.3928  3.9945
H  2.4111  1.4013  3.2111
O  -2.7403  -0.0250  1.4093
C  -2.0604  -0.7561  2.1788
O  -0.8232  -0.4839  2.3675
C  -2.6632  -1.9293  2.8468
C  -3.9991  -2.2423  2.6090
C  -4.5602  -3.3544  3.2130
C  -3.7904  -4.1484  4.0537
C  -2.4594  -3.8335  4.2952
C  -1.8925  -2.7231  3.6921
H  -4.5818  -1.6092  1.9539
H  -5.5973  -3.6033  3.0321
H  -4.2315  -5.0164  4.5261
H  -1.8674  -4.4528  4.9557
H  -0.8591  -2.4592  3.8717

Calculated values
- lowest unoccupied orbital energy (eV) = -3.70
- electronic energy (Eh) = -5025.53459
- gap between HOMO and LUMO (eV) = 7.48
- charge = +1


A molecular structure, C8H27MgN10O6 in a non-equilibrium geometry. Source: the Open Molecules 2025 dataset; level of theory: the ωB97M-V functional and the def2-TZVPD basis.

Cartesian coordinates (Å):
Mg  0.6746  0.1493  -0.0461
C  0.1641  2.9551  3.0499
C  0.5242  1.4534  2.9147
C  -0.4409  0.4525  3.5619
O  0.9540  1.1024  1.6403
H  0.6673  3.5554  2.2936
H  0.2402  3.4117  4.0368
H  -0.9033  2.9941  2.8118
H  1.4228  1.5200  3.5412
H  -0.0403  -0.5417  3.3548
H  -1.4413  0.4939  3.1287
H  -0.3560  0.5967  4.6394
C  -0.4424  -1.5828  -2.7353
O  0.2928  -0.9405  -2.0092
N  -1.3982  -2.4162  -2.4322
N  -0.1899  -1.6762  -4.0637
H  -1.5707  -2.4830  -1.4482
H  -1.8698  -2.9741  -3.1230
H  -0.8614  -2.1204  -4.6680
H  0.6457  -1.3063  -4.4865
C  -2.1157  1.4205  -1.1125
O  -1.0830  1.1401  -0.5249
N  -2.0589  1.7784  -2.4316
N  -3.3768  1.2438  -0.7311
H  -2.9614  2.0051  -2.8165
H  -1.2053  1.9793  -2.9251
H  -4.1073  1.3133  -1.4186
H  -3.5332  1.1504  0.2603
C  -1.3454  -2.2362  0.9717
O  -0.5250  -1.3875  0.6135
N  -1.5180  -3.3898  0.3679
N  -2.0548  -1.9958  2.1101
H  -1.8632  -4.1697  0.9067
H  -0.8234  -3.5968  -0.3334
H  -1.7008  -1.1593  2.5494
H  -2.5230  -2.7865  2.5225
C  2.1641  2.5211  -1.8661
O  1.5490  1.7250  -1.1374
N  2.1842  2.6714  -3.1965
N  2.4099  3.7307  -1.4798
H  1.9783  1.9125  -3.8310
H  1.8776  3.5287  -3.6231
H  2.6618  4.4306  -2.1534
H  2.5712  3.8480  -0.4888
C  2.3879  -1.8489  0.9339
O  2.1970  -0.9027  0.1432
N  2.6907  -1.7713  2.2049
N  2.4112  -3.1093  0.4831
H  2.4876  -2.6392  2.6743
H  2.5489  -0.8746  2.6505
H  2.2198  -3.3508  -0.4753
H  2.3843  -3.8242  1.1922

Calculated values
- lowest unoccupied orbital energy (eV) = -2.29
- electronic energy (Eh) = -1520.18381
- gap between HOMO and LUMO (eV) = 6.89
- charge = +1


A molecular structure, C5H7NO. Source: the Open Molecules 2025 dataset; level of theory: the ωB97M-V functional and the def2-TZVPD basis.

Cartesian coordinates (Å):
O  2.9028  0.0551  0.5600
C  0.7608  0.6281  -0.8647
C  -0.2253  -0.4356  -1.0423
C  -0.3127  -0.2935  0.5327
C  -1.8279  -0.3297  0.3867
N  -1.4629  0.4367  -0.8515
C  -0.3558  1.1624  -0.0901
H  3.1588  -0.7607  0.1139
H  2.4229  0.5332  -0.1564
H  -0.2137  -1.3710  -1.5994
H  0.3765  -0.6780  1.2853
H  -2.3035  -1.2919  0.1707
H  -2.4283  0.2569  1.0895
H  -0.4917  2.0880  0.4656

Calculated values
- lowest unoccupied orbital energy (eV) = 0.24
- electronic energy (Eh) = -324.46385
- gap between HOMO and LUMO (eV) = 9.27
- charge = 0


13 unconnected molecules or ions with the total composition CH24O15 in a non-equilibrium geometry. Source: the Open Molecules 2025 dataset; level of theory: the ωB97M-V functional and the def2-TZVPD basis.

Cartesian coordinates (Å):
C  14.3961  2.9877  2.8459
O  13.8896  1.8688  3.4252
O  15.0095  3.8530  3.5619
O  14.3877  3.0845  1.5666
O  13.4897  4.4071  5.7253
H  13.7858  4.0406  4.8703
H  12.8608  3.8012  6.0534
O  12.7028  1.1738  5.4957
H  12.2285  0.4038  5.1740
H  13.0849  1.5657  4.7232
O  12.1319  3.8706  0.6473
H  11.6489  3.2113  1.1432
H  13.0268  3.6540  0.9360
O  15.9177  6.1602  4.5407
H  15.4783  5.4236  4.1342
H  16.7439  6.2246  4.0462
O  16.2163  3.7951  -0.1509
H  15.6201  3.5472  0.5824
H  15.6150  3.4473  -0.8183
O  11.8042  1.6050  2.1270
H  12.7245  1.7894  2.5306
H  11.9899  1.0929  1.3501
O  14.9353  5.7528  1.5160
H  14.8630  5.6706  0.5570
H  14.7041  4.8753  1.8681
O  17.6092  3.8879  3.4094
H  16.6392  3.7817  3.3453
H  17.7931  4.1662  4.2635
O  14.2144  -0.6842  3.3053
H  15.1065  -0.6558  3.4508
H  13.9913  0.2083  3.4953
O  15.1270  0.9197  0.4690
H  15.4489  1.2248  -0.3468
H  14.5940  1.6435  0.8525
O  16.4001  0.9136  3.3625
H  15.7320  1.3064  2.8041
H  16.4336  1.4357  4.1729
O  16.1171  2.3790  5.6178
H  15.5144  2.8793  5.0581
H  15.4562  2.0736  6.3003

Calculated values
- lowest unoccupied orbital energy (eV) = 5.51
- electronic energy (Eh) = -1181.20712
- gap between HOMO and LUMO (eV) = 9.55
- charge = -2